C7H27F3Hf2NO19S3 | ωB97M-V/def2-TZVPD

```
! RIJCOSX wB97M-V def2-TZVPD def2/J DEFGRID3
* xyz 3 1
H -2.4720 -0.9260 -1.6658
H -2.7020 0.2550 -6.0648
H -0.9194 0.4509 5.2565
H -2.0223 -1.6925 1.1647
H -2.7697 2.8317 -2.3977
O 1.8540 -3.5308 -1.1538
O -2.6214 0.4905 2.6260
H 1.9453 -4.0342 -0.3091
S 3.1986 -3.4864 2.0592
H -1.0785 0.6989 -0.7855
S 0.6099 -0.4506 1.0258
H -0.6963 2.0112 -3.3841
H -1.5068 3.9873 -2.1056
H -0.3118 -3.2579 3.2435
H -3.1869 1.2513 2.4213
H -1.5481 -0.0673 -4.1955
C -0.7515 1.9658 -2.2962
H -0.7909 -2.7396 4.6344
C -1.0334 3.5380 0.3226
H -3.2367 0.6470 -1.8645
C -1.8263 2.9647 -1.8707
O 2.1075 -4.4073 1.8711
O 3.3322 -2.7321 0.7589
C -3.3915 0.9464 -5.5666
O 4.3991 -4.1374 2.4631
Hf 1.7362 -1.1312 4.3930
H -1.1354 0.2526 3.7190
O -1.9187 -2.6448 1.2511
H 1.2195 -4.0340 -1.6928
O 2.7663 -2.4529 3.0500
C -2.3680 0.0455 -2.1525
H -0.3532 2.7657 0.6793
H 0.1345 -0.3743 -1.9610
O -0.0654 -2.6642 3.9883
H -4.3823 0.6936 -5.9358
H -2.0424 0.3767 1.8463
H -2.9361 -1.0889 -3.9422
O 3.3419 0.0367 3.1570
F 2.8908 2.4649 1.6363
H -2.8232 -2.9758 1.3433
O -0.5155 0.0264 4.4787
O -2.0888 2.9403 -0.4708
F 4.5777 2.8294 2.9448
H 0.2105 2.2365 -1.8569
O 0.8603 -1.7427 0.3699
H -1.5714 4.0539 1.1147
H 1.1325 -0.5267 -3.1926
H -3.0552 1.9009 -5.9741
S 4.3855 0.3523 2.1560
N -1.0681 0.6147 -1.8030
H -0.5766 4.2930 -0.3181
C 4.1702 2.2248 1.8416
F 4.9415 2.6201 0.8679
O 1.0404 -0.6252 2.4318
O 5.6830 0.0955 2.6817
C -2.5086 -0.1186 -3.6683
O 1.0845 -0.6735 -2.2288
O 4.1888 -0.2417 0.8087
O 1.7105 0.2350 0.3163
O -3.3495 0.9229 -4.1432
Hf 2.7931 -1.3529 -0.8452
O -0.6902 0.0893 0.9223
*
```

For the maximum force, the calculation gives 0.20188 hartree/bohr. For the total energy, the calculation gives -91333.9871 eV. As for the molar mass: 939.46 g mol⁻¹. The HOMO-LUMO gap comes out at 3.4 eV.